# 1
A structure of composition C35H62N10O3PbS3Si4Te at a distorted geometry. Source: the Open Molecules 2025 dataset; level of theory: wB97M-V/def2-TZVPD.

The calculation puts the energy relative to the best compared isomer or geometry (same formula, charge and spin) at 1.350 eV. The calculation puts the LUMO energy at -0.906 eV. As for the electronic energy: -4957.70169 a.u. The net charge is 0. The HOMO energy comes out at -6.33 eV.

```
119
C35H62N10O3PbS3Si4Te wB97M-V/def2-TZVPD
N -1.79 1.66 -1.26
C -0.41 -3.27 3.52
H -6.21 1.58 -2.65
C 3.01 2.80 -5.50
H -5.22 3.06 1.04
H -8.19 -2.72 0.42
H -2.45 2.69 -3.48
H -0.75 -2.90 4.48
H 0.07 -4.24 3.68
H -1.21 6.31 -0.56
H 5.93 -0.27 2.20
H -7.80 1.41 1.68
C -2.00 2.89 -1.52
H -7.88 -0.79 -3.78
C 5.30 -1.15 2.33
Pb -0.53 0.24 0.32
S -1.50 0.75 3.00
N -0.59 1.44 5.33
H 0.02 6.92 0.54
H 0.41 3.01 1.52
H -6.33 -2.79 2.93
N 0.84 -2.07 0.53
H 2.57 -3.80 -1.76
H 3.23 -5.08 0.28
H 0.91 5.20 2.32
C -1.61 -3.48 2.59
H -7.80 0.84 0.02
H -7.97 -4.42 0.73
Si -5.68 -0.88 -2.54
C 0.35 1.79 6.18
C 2.03 -3.84 1.57
H 0.90 2.95 -5.91
C 1.28 1.93 -4.08
H -0.05 1.11 -3.05
N -2.53 3.33 -2.70
C -7.59 -3.58 0.16
C 1.67 2.60 -5.23
C 1.18 -2.74 1.62
N -0.29 2.86 0.81
O -2.55 -2.44 2.65
H -2.10 -1.58 2.64
N 2.60 0.60 0.31
C 3.98 2.32 -4.64
C -5.61 -3.44 2.44
C -4.80 -1.95 -3.86
C 1.70 1.94 5.80
S 4.57 -1.16 -0.27
H 4.77 -2.97 1.30
C 1.85 0.86 -1.90
C -0.93 3.91 0.48
H -2.37 4.72 -0.71
C -0.28 1.19 4.06
H -2.44 4.30 -2.95
H 5.56 -1.67 3.25
C 1.32 -2.46 -0.65
H 1.01 -1.88 -1.50
H 1.44 -2.19 3.66
H 1.27 1.04 2.68
H -4.96 -3.01 -3.66
H -5.39 1.09 -4.11
C 0.62 -2.29 2.94
C -7.55 -1.20 -2.84
H -4.47 1.33 -2.64
H -5.26 -0.59 3.29
H -8.17 -0.76 -2.06
H -3.73 -1.78 -3.86
C -7.42 0.64 1.02
H 0.16 -1.31 2.80
C -0.18 5.15 2.42
H -1.69 7.03 0.99
C -5.41 0.96 -3.04
O 0.70 0.28 -1.85
H 6.36 -2.31 0.84
C -0.95 6.41 0.49
H 0.03 1.95 7.20
N 2.74 0.95 -0.97
Si -5.73 -3.30 0.54
H 5.03 2.46 -4.86
H -3.94 0.52 3.01
H -5.20 -5.74 0.13
C 3.60 1.66 -3.48
Si -5.50 0.55 1.06
Te -2.36 -1.73 -0.66
H -7.76 -2.26 -2.85
C 2.26 1.49 -3.18
C 2.55 -4.24 0.35
C 2.01 1.68 4.50
H 2.29 -4.35 2.48
H 2.45 2.24 6.51
H -5.50 1.14 3.51
C -4.83 2.24 0.45
H -0.45 4.27 3.00
C 2.19 -3.53 -0.79
S 3.57 -0.58 2.49
H 4.34 1.26 -2.80
H -3.77 -4.74 -0.05
N -1.79 3.90 -0.60
C 3.42 -0.24 0.77
H 3.01 1.74 4.10
H -5.10 2.42 -0.59
H -1.25 -3.62 1.56
O -0.04 1.73 -3.84
H -5.79 -4.45 2.78
H -4.96 -4.79 -1.33
H -5.17 -1.75 -4.87
H -4.62 -3.15 2.78
N -0.86 5.12 1.14
C 5.34 -2.05 1.13
H 3.30 3.33 -6.40
H -1.97 1.05 -2.05
C -5.01 0.39 2.89
H -2.15 -4.38 2.90
H -7.76 -3.80 -0.89
H -0.52 6.03 2.96
N 1.03 1.30 3.63
H -7.85 -0.30 1.35
H -3.75 2.25 0.52
C -4.83 -4.79 -0.25
Si -4.86 -1.26 -0.33
```

Atomic partial charges in e from the Löwdin method, atoms 1 to 2: N 0.019; C -0.153

***

# 2
A cluster of 5 separate species, C35H63ClIN5O7Si in total at a distorted geometry. Source: the Open Molecules 2025 dataset; level of theory: wB97M-V/def2-TZVPD.

As for the structure (SMILES): C[Si](C)(CCCCCCCC[C@H]1C(=O)O[C@H](I)[C@]1(CN)CC(=O)Cl)c1ccccc1.CN(C)C=O.CN(C)C=O.CN(C)C=O.CN(C)C=O. The calculation puts the energy relative to the best compared isomer or geometry (same formula, charge and spin) at 14.593 eV. The calculation puts the LUMO energy at -0.191 eV. As for the electronic energy: -3218.68225 a.u. The net charge is 0. The HOMO energy comes out at -8.15 eV.

```
113
C35H63ClIN5O7Si wB97M-V/def2-TZVPD
H -1.02 6.78 2.76
N 3.35 1.56 4.30
C -3.32 0.38 -3.37
C 4.31 -3.44 -3.67
C -3.26 -2.17 -2.11
C 0.49 -4.23 -0.83
H -2.29 -0.66 -0.65
C -0.18 4.08 4.56
Cl -0.26 -0.78 -4.46
C 3.38 2.80 5.05
C -4.66 -2.47 -1.26
C 2.91 1.85 -2.49
H -3.49 -1.34 -5.74
H -4.64 4.75 0.62
H -2.88 6.55 1.03
C -1.17 -0.51 5.33
C 5.26 -3.23 -0.60
H -2.48 0.67 -2.60
H 2.89 2.78 -3.22
H 6.44 -1.05 -3.92
H -0.37 -4.24 -2.97
H 1.77 0.25 3.96
H 3.72 2.58 6.07
H -1.69 -3.30 3.91
H 0.64 6.17 3.03
C 0.58 -3.81 -2.44
H -3.02 -3.23 -2.52
H -1.89 6.24 -2.14
H -3.58 -3.04 -4.76
H 4.42 -4.05 -0.36
H 1.09 -3.42 -0.19
H 7.07 -0.82 -2.12
C 3.90 -0.76 -1.89
C 2.12 0.65 -0.03
H -4.22 7.19 0.04
H 4.07 3.52 4.60
H -2.19 -0.20 5.05
C -3.72 -1.21 -3.41
O 4.12 0.37 2.47
C -1.52 -2.08 -4.85
O -5.59 -2.74 -2.40
C -1.60 -2.73 0.02
C -2.02 -2.77 4.81
H -4.90 1.57 -4.09
H -2.53 7.49 -0.44
O -2.48 4.34 -2.57
H -4.83 4.22 -1.08
O 0.85 4.36 5.14
H 2.54 -4.99 -2.34
C -1.14 -4.22 -0.49
H 1.08 -1.97 4.92
C 2.06 1.95 -1.06
C -3.15 -1.93 -4.77
O -1.04 -3.27 -5.30
C 6.70 -1.62 -2.90
H -3.49 3.57 -0.09
H 1.55 -5.35 -3.91
O -4.90 -2.42 0.06
C 0.32 -2.42 5.57
H -1.03 -1.45 -1.81
H 3.11 -0.40 4.95
H 1.96 0.78 5.66
H -2.45 -2.89 0.82
H -2.91 5.16 3.34
H 4.44 0.50 -3.94
H -4.09 2.23 -2.79
C -5.35 -1.58 -3.32
H 6.35 -3.67 -0.55
C -2.50 5.36 -1.89
H -6.05 -0.77 -2.80
C 4.10 1.39 3.16
H -2.36 3.47 3.32
H 0.67 -2.65 -2.46
H -1.95 4.55 1.96
H 1.45 2.91 -0.78
H 4.71 2.27 2.90
N -0.97 -1.87 5.24
C -2.00 -1.68 -1.18
H 5.17 -2.43 0.27
C 3.03 -0.64 -0.47
H -2.88 0.64 -4.45
H 0.33 -3.50 5.45
H 2.28 -2.21 -3.87
C 2.49 0.49 4.75
Si 4.97 -2.31 -2.27
H 2.38 3.22 5.08
H -1.27 -5.00 0.41
H 0.98 -5.29 -0.71
C -3.22 6.77 0.01
H -0.69 -2.24 0.62
C -2.10 4.49 3.05
H 0.56 -2.16 6.61
C 1.89 -4.47 -3.19
N -0.88 4.91 3.70
H 3.08 -1.55 0.30
N -3.25 5.54 -0.75
C 2.71 -3.29 -4.00
H -1.79 -4.65 -1.37
H 7.45 -2.51 -3.07
O -0.33 0.31 5.69
H 1.55 0.68 1.02
I -6.44 -1.99 -5.17
H 4.92 -3.23 -4.65
H -2.94 -2.22 4.58
N -4.48 1.32 -3.15
H -2.22 -3.49 5.60
C -0.37 6.24 3.46
H 2.58 -3.55 -5.16
C 3.82 0.53 -2.92
H 4.49 -4.57 -3.32
C -4.11 4.46 -0.29
H -0.31 6.78 4.41
H -0.65 3.09 4.67
```

Atomic partial charges in e from the Löwdin method, atoms 1 to 2: H 0.075; N -0.193

***

# 3
A cluster of 8 separate species, C35H64N2O18S in total at a distorted geometry. Source: the Open Molecules 2025 dataset; level of theory: wB97M-V/def2-TZVPD.

The calculation puts the LUMO energy at 0.258 eV. As for the electronic energy: -3233.99430 a.u. The net charge is 0. The HOMO energy comes out at -8.49 eV.

```
120
C35H64N2O18S wB97M-V/def2-TZVPD
O -5.67 -3.52 1.19
H 1.77 2.89 -0.98
H 1.54 7.21 1.66
C -3.11 -2.15 -1.09
H 3.20 4.77 -3.97
C 0.27 1.26 2.48
H 1.92 -1.68 -1.15
H -2.11 -0.90 1.96
H -0.25 1.25 -2.13
H 5.50 -2.93 3.88
H -4.47 -0.45 3.03
C 4.64 -3.34 3.34
O 1.85 0.80 -3.39
C 2.80 2.88 -2.93
O -2.57 1.06 4.20
H 4.46 1.47 -3.15
H 4.95 3.13 -2.98
H 0.61 -4.04 -1.20
H -0.41 -5.48 -0.88
H 1.19 5.97 -3.32
O 0.96 0.12 3.04
C -0.42 2.25 -2.52
H -0.72 1.24 2.93
C -3.66 -2.88 3.06
H -5.43 -0.65 -0.45
C -4.82 -3.89 -1.45
H -4.05 -4.63 -1.20
H -4.78 -3.71 -2.53
O 5.41 -2.24 1.07
H -0.18 -5.30 1.44
C 2.72 2.58 -1.42
H 0.61 4.31 -5.05
H -5.60 -1.33 -2.06
H 3.12 -1.85 0.14
C -4.50 3.80 4.85
H 2.43 5.24 2.39
H -4.96 4.20 2.77
O 3.20 -6.87 0.29
C 1.20 4.90 -3.10
H -6.57 -1.95 -0.75
H 0.71 -3.69 1.17
C -2.54 -1.11 -0.13
C 2.64 4.41 -3.11
S 4.92 -3.55 1.59
C 0.51 -4.95 -0.62
C -3.86 -2.10 1.74
H -0.32 3.00 -1.73
O 0.00 6.02 1.14
H -5.30 3.83 5.59
O -3.64 2.72 5.26
C -0.25 1.89 -4.99
H -1.48 2.28 -2.79
C 1.37 6.42 0.94
H 2.86 1.51 -1.24
H -4.50 -0.09 1.33
H 6.82 -4.80 0.83
H -5.44 -4.38 1.57
N -4.42 -3.01 0.75
H -0.72 4.47 -3.89
C 4.71 -1.29 -2.31
H -3.11 -0.18 -0.11
C 2.31 -6.09 0.22
H -2.80 -2.57 3.64
H -3.99 4.76 4.84
C -2.48 -1.67 1.28
H 2.77 -3.45 -2.41
O -3.93 2.45 3.08
H -5.77 -4.37 -1.19
H 3.82 -2.63 3.48
O 1.56 -1.91 2.27
C 0.40 2.60 -3.78
C -0.08 4.68 1.26
H -2.49 -3.05 -1.06
C -3.31 1.99 4.17
C -4.96 3.34 3.45
C 0.31 1.01 0.97
O 1.60 -5.83 -0.91
H 0.79 4.87 -2.08
H -3.54 -3.94 2.82
H -3.15 -1.72 -2.09
N 1.80 2.19 -3.73
O 3.77 -0.78 -1.49
H -5.80 -1.07 1.93
C 4.18 2.49 -3.42
O 1.14 4.13 1.23
H 0.19 0.90 -5.11
H -1.32 1.74 -4.87
H 7.07 -4.04 2.46
H -0.02 2.40 -5.92
H -0.65 1.13 0.48
H -1.53 -0.87 -0.47
H -5.95 2.90 3.51
C 2.14 5.15 1.34
C 0.29 4.10 -4.02
H 1.58 6.75 -0.07
C 0.59 -4.73 0.91
C -4.74 -0.87 2.06
H 6.08 -5.53 2.25
O 5.49 -0.64 -2.94
O 0.67 -0.38 0.91
H 3.01 4.87 0.77
C 2.98 -1.82 -0.94
H -1.78 -2.51 1.31
O 4.65 -2.64 -2.34
C 6.39 -4.59 1.81
H 2.25 0.39 -4.17
H 3.56 3.06 -0.92
C 3.48 -3.09 -1.66
O 1.88 -5.31 1.23
H 1.09 1.59 0.49
H 3.08 4.84 -2.20
C -5.57 -1.58 -1.00
C 1.12 -0.81 2.09
H 4.32 -4.29 3.77
H 0.75 2.20 2.74
C -4.51 -2.62 -0.64
H 4.26 2.61 -4.50
H 3.69 -3.88 -0.95
H -4.57 -2.88 3.67
O -1.10 4.07 1.34
```

Atomic partial charges in e from the Löwdin method, atoms 1 to 2: O -0.013; H 0.049

***

# 4
A cluster of 3 separate species, C35H65BrFN4O5S in total at a distorted geometry. Source: the Open Molecules 2025 dataset; level of theory: wB97M-V/def2-TZVPD.

The calculation puts the LUMO energy at -4.007 eV. As for the electronic energy: -5038.92994 a.u. The net charge is +1. The HOMO energy comes out at -11.06 eV.

```
112
C35H65BrFN4O5S wB97M-V/def2-TZVPD
S -0.36 0.87 -2.88
O 6.56 -6.57 1.01
H 5.30 -3.44 -0.16
H -8.66 -0.25 -3.35
H -0.90 1.49 4.05
H 1.50 3.25 -0.55
H -0.56 -3.19 0.61
H 6.93 -8.46 1.78
C 0.06 1.72 -6.81
C -1.61 2.26 2.12
C -0.67 -2.02 0.86
O 0.26 -3.11 -2.24
H -3.98 -1.51 0.06
C -0.16 -0.44 6.02
H 6.77 0.03 4.48
H -2.63 5.18 2.91
F 5.07 -2.03 3.87
C 1.21 2.11 -0.69
H 1.39 -2.95 1.96
C -8.74 0.92 -3.24
C -3.58 4.45 0.91
C 5.90 -5.94 2.12
H 3.97 -0.72 5.30
H 1.54 2.60 -8.95
H 1.54 2.04 1.56
C 1.13 0.76 -6.33
H -2.57 2.89 4.21
H -2.03 -1.78 -0.97
H 4.51 -8.01 -0.07
H -6.93 3.48 -0.03
H 5.60 1.12 3.39
H 5.90 -5.87 4.27
C 0.85 -2.12 -1.52
N 0.92 -0.31 3.62
H 2.40 3.13 -6.60
H 1.58 4.67 -6.69
C 6.43 -7.99 0.93
C 3.26 -2.26 0.86
C 1.85 -1.88 1.67
H 2.10 0.96 -6.81
C 6.40 -6.42 3.47
C -3.37 4.35 2.53
H 3.92 0.12 2.15
C -7.60 1.49 -2.19
H 6.10 -4.87 2.02
C 2.09 -1.11 3.09
H 1.28 0.85 -5.25
C 4.99 -8.47 0.81
O -3.28 -1.78 0.76
C -4.57 3.30 0.27
C 1.53 3.63 -7.03
N -0.75 1.39 3.00
H -2.56 4.50 0.32
C 0.71 -1.17 0.69
C 3.41 -0.14 3.17
H -9.79 1.27 -2.80
H 2.28 -1.97 3.90
H -0.88 1.46 -6.31
C 4.44 -2.69 0.18
N 1.31 -1.14 -0.69
O 0.33 3.08 -6.49
H -4.96 2.50 1.03
H -0.98 3.09 1.58
N 0.40 0.27 1.06
H -1.13 1.68 -0.57
H 0.22 -2.26 4.55
H 1.97 1.70 -1.52
H 4.96 -9.55 0.71
H -6.56 0.95 -2.37
H 5.45 1.20 5.28
H 6.98 -8.30 0.04
C -7.48 3.12 -2.49
H 4.82 -6.06 2.03
C -1.99 -1.38 0.14
H 2.49 4.09 -8.91
H 0.71 4.16 -8.96
C -5.93 3.95 -0.46
C 1.57 3.62 -8.55
Br -1.55 -1.05 7.34
H -1.09 -1.02 4.03
O 0.68 0.56 6.32
C 4.53 -0.70 4.26
H -7.91 1.30 -1.06
H -3.97 2.76 -0.58
H 7.48 -6.25 3.56
C -5.96 3.61 -2.09
H -2.15 1.55 1.35
H -0.92 -2.02 2.03
C 0.19 0.47 2.54
H -8.28 3.66 -1.81
H -4.44 4.56 3.02
C 0.00 -1.12 4.50
H 3.05 0.91 3.62
C -2.83 2.89 3.07
C -0.29 1.97 -1.32
H 2.56 0.79 0.59
C 5.69 0.48 4.39
H -1.74 0.48 -2.91
H -3.76 2.14 2.95
H -6.02 5.11 -0.32
H -0.58 3.06 -1.73
C 1.48 1.24 0.67
H -2.01 -0.21 0.08
H -8.53 1.47 -4.27
H 6.22 -7.48 3.62
H -0.12 1.61 -7.88
H -4.11 5.50 0.70
H 0.85 -0.27 -6.57
H -5.58 4.55 -2.68
H -5.24 2.72 -2.36
H 4.40 -8.19 1.68
H -7.72 3.40 -3.60
```

Atomic partial charges in e from the Löwdin method, atoms 1 to 2: S 0.651; O -0.170

***

Number 1: orbital gap 0.1994 Ha. Number 2: orbital gap 0.2925 Ha. Number 3: orbital gap 0.3214 Ha. Number 4: orbital gap 0.2593 Ha.